# C30H29N6O5SV

C30H29N6O5SV as an isolated structure (ωB97M-V/def2-TZVPD, OMol25).

The geometry in XYZ format:
```
72
Properties=species:S:1:pos:R:3:lowdin_spin:R:1
V 1.33022 -0.24323 -0.28623 1.030
C 2.44364 -3.93227 -2.53537 0.000
O 1.63540 -2.79237 -2.26855 0.000
C 1.27903 -2.01692 -3.32519 -0.001
C 1.70852 -2.19427 -4.63237 0.000
C 1.24534 -1.34188 -5.62983 -0.001
C 0.35371 -0.32232 -5.34515 0.000
C -0.08315 -0.14360 -4.03957 -0.002
C 0.38689 -0.97906 -3.04780 -0.002
N -0.03563 -0.80537 -1.68349 -0.031
N -1.25781 -0.96058 -1.48846 0.020
C -1.73856 -0.91167 -0.19828 0.002
C -0.94493 -1.17305 0.92172 0.016
O 0.38706 -1.32216 0.85210 -0.001
C -1.55498 -1.32630 2.18884 -0.002
C -2.89283 -1.13061 2.33001 0.012
C -3.72900 -0.81086 1.22495 -0.001
C -5.11396 -0.59181 1.38912 0.002
C -5.90360 -0.31142 0.30853 -0.002
C -5.33402 -0.24745 -0.97634 0.002
C -3.99186 -0.45020 -1.16325 -0.001
C -3.15969 -0.73379 -0.06077 0.002
H 1.94814 -4.60452 -3.23764 0.000
H 2.57455 -4.43686 -1.58269 0.000
H 3.41939 -3.64100 -2.93183 0.000
H 2.38784 -2.99482 -4.88619 0.000
H 1.58915 -1.48983 -6.64474 0.000
H -0.00044 0.33176 -6.12920 0.000
H -0.76636 0.65083 -3.77006 0.000
H -0.92590 -1.57035 3.03083 0.000
H -3.34413 -1.22147 3.31091 0.001
H -5.53931 -0.65432 2.38304 0.000
H -6.96490 -0.14715 0.43574 0.000
H -5.96672 -0.03868 -1.82914 0.000
H -3.56201 -0.40220 -2.15395 0.000
N -0.61380 0.80667 6.89738 0.000
C -0.08778 1.01183 5.65258 0.000
C -0.22081 2.25975 5.02011 0.000
C 0.27809 2.45938 3.75661 0.000
C 0.90108 1.40666 3.08223 0.001
C 1.05800 0.17030 3.70148 0.000
C 0.56888 -0.02490 4.97505 0.000
S 1.64265 1.70813 1.54203 0.006
O 2.25469 2.99060 1.54178 0.002
O 2.47878 0.50408 1.25433 0.010
N 0.66507 1.47439 0.24570 -0.008
C -0.51444 2.18653 -0.00319 0.001
N -1.04007 2.85913 1.00853 -0.001
C -2.18811 3.48558 0.75610 0.000
C -2.80425 3.42708 -0.47964 0.000
C -2.14935 2.69860 -1.45848 0.000
N -0.99337 2.07869 -1.23789 0.000
H -0.85936 1.61030 7.44942 0.000
H -0.29940 0.00961 7.42332 0.000
H -0.70395 3.07458 5.54429 0.000
H 0.19908 3.42683 3.28378 0.000
H 1.57801 -0.62890 3.19358 0.000
H 0.70539 -0.98178 5.46376 0.000
H -2.62097 4.04423 1.57785 0.000
H -3.74057 3.92755 -0.67407 0.000
H -2.55829 2.61291 -2.45914 0.000
C 4.67658 -1.39134 -0.70396 -0.001
C 4.01922 -0.49696 -1.73464 -0.004
C 4.70409 0.84128 -1.90920 -0.001
O 2.66081 -0.25033 -1.33579 -0.047
H 5.68405 -1.64605 -1.03351 0.000
H 4.11452 -2.31703 -0.57395 0.000
H 4.74605 -0.87983 0.25664 0.000
H 3.93868 -1.01362 -2.69612 -0.002
H 4.73756 1.37552 -0.95896 0.000
H 4.17850 1.45359 -2.64051 0.000
H 5.72568 0.68671 -2.25720 0.000
```

Its energy relative to the best compared isomer or geometry (same formula, charge and spin) is 0.505 eV. Its expectation value of S² is 0.765. The calculation puts the molecular weight at 636.610 g mol⁻¹. The value obtained for the calculated total energy is -87277.6203 eV. The strongest force on any atom comes out at 0.40 eV/Å. Its spin multiplicity is 2. The HOMO energy (spin up / spin down) comes out at -10.91 / -10.94 eV. Its total charge is +1. The calculation puts the HOMO-LUMO gap (spin up / spin down) at 7.08 / 6.98 eV.